{"formula": "CH7N3P", "method": "ωB97M-V/def2-TZVPD", "relative_energy_kj_mol": 78.4, "e_homo_ev": -13.2551, "total_charge": 1, "gap_ev": 7.51, "symbols": ["P", "N", "N", "N", "C", "H", "H", "H", "H", "H", "H", "H"], "xyz": [[2.162013, -0.854612, 0.013057], [-0.545541, 0.197189, -0.226562], [2.838523, 0.605653, -0.097706], [-2.516739, -0.940045, 0.070875], [-1.839833, 0.164548, -0.213090], [-0.177587, 1.107170, -0.472433], [3.203353, 0.955562, -0.976655], [1.895102, -0.778316, 1.399219], [-2.013884, -1.792148, 0.247029], [-2.443994, 1.042005, -0.430243], [2.958138, 1.272691, 0.657486], [-3.519553, -0.979694, 0.029019]], "forces_ev_per_angstrom": [[-0.95, 0.54, -0.14], [0.62, -0.18, 0.08], [0.11, 0.04, 0.07], [-0.31, -0.38, 0.08], [0.97, 0.11, -0.07], [-0.28, 0.14, -0.01], [-0.03, -0.18, -0.07], [0.00, 0.01, 0.01], [-0.02, -0.08, 0.02], [0.00, 0.04, -0.02], [-0.14, -0.14, 0.05], [0.05, 0.08, 0.01]], "nbo_charge": [1.125, -0.816, -1.073, -0.762, 0.325, 0.357, 0.438, -0.046, 0.405, 0.188, 0.441, 0.418]}